Entry 1:
C27H26Cl2N5O7S2Sc as an isolated structure, computed with ωB97M-V with the def2-TZVPD basis set.

Geometry as XYZ:
```
70
Properties=species:S:1:pos:R:3:forces:R:3
Sc 0.546 0.379 0.326 -0.3259 0.2259 0.2062
C -2.412 4.671 1.557 -0.0297 -0.0048 -0.0088
C -1.247 4.757 2.531 0.0319 0.0131 0.0344
N 0.053 4.677 1.858 -0.0525 -0.0750 -0.0226
C 0.631 5.942 1.377 0.0318 -0.0104 0.0401
C 0.470 6.159 -0.119 0.0020 0.0516 -0.0338
C 0.656 3.514 1.606 -0.0452 0.1940 -0.1131
S -0.081 2.065 2.199 0.1810 -0.2048 0.0403
N 1.841 3.653 0.961 0.0213 -0.1032 -0.0056
C 2.498 2.726 0.324 -0.0550 -0.0014 -0.0589
O 2.141 1.496 0.161 -0.0107 -0.0399 -0.1088
C 3.773 3.112 -0.332 0.0543 0.0448 0.0862
C 4.550 2.141 -0.958 0.0288 0.0166 -0.0089
C 5.729 2.501 -1.593 -0.0131 -0.0440 0.0053
C 6.132 3.828 -1.609 0.0108 0.0270 -0.0043
C 5.360 4.799 -0.985 0.0096 -0.0002 -0.0012
C 4.185 4.444 -0.347 -0.0136 -0.0229 -0.0013
H -3.355 4.681 2.104 0.0030 -0.0002 0.0081
H -2.360 3.747 0.980 0.0132 -0.0094 0.0000
H -2.415 5.513 0.866 0.0050 0.0013 -0.0063
H -1.302 3.960 3.268 -0.0163 0.0026 -0.0133
H -1.262 5.702 3.074 -0.0079 0.0059 -0.0145
H 1.684 5.960 1.653 -0.0015 -0.0144 -0.0214
H 0.128 6.734 1.931 0.0051 0.0094 -0.0095
H 0.966 5.368 -0.677 0.0153 0.0034 0.0144
H 0.922 7.112 -0.401 -0.0068 0.0053 0.0143
H -0.579 6.184 -0.412 -0.0081 -0.0173 0.0065
H 4.233 1.108 -0.945 -0.0175 0.0011 0.0068
H 6.330 1.743 -2.077 0.0055 0.0053 -0.0028
H 7.050 4.108 -2.110 0.0012 -0.0029 0.0016
H 5.673 5.835 -0.999 0.0040 0.0004 -0.0024
H 3.571 5.188 0.140 -0.0095 0.0005 0.0030
N 3.432 -4.934 4.377 -0.0378 -0.0508 -0.0216
C 3.449 -3.614 4.680 0.0402 0.0356 0.0204
O 4.065 -3.152 5.617 -0.0457 -0.0130 0.0130
C 2.637 -2.718 3.778 -0.0009 0.0210 -0.0055
C 2.932 -1.360 3.790 0.0158 0.0045 -0.0687
C 2.244 -0.520 2.939 0.0463 -0.0011 0.0102
N 1.295 -0.964 2.106 -0.2917 -0.0087 -0.2600
C 0.985 -2.262 2.125 0.1006 -0.0016 0.0743
C 1.626 -3.171 2.946 -0.0789 0.0260 -0.0121
H 4.032 -5.534 4.919 0.0102 0.0022 -0.0140
H 3.110 -5.267 3.485 0.0347 0.0007 -0.0157
H 3.704 -0.987 4.446 -0.0065 0.0041 0.0090
H 2.448 0.542 2.902 0.0017 -0.0058 0.0223
H 0.219 -2.589 1.436 -0.0193 -0.0075 0.0208
H 1.322 -4.208 2.903 0.0303 -0.0091 0.0290
Cl -0.272 1.562 -4.754 0.0044 0.0175 -0.0147
C 0.075 1.687 -3.036 -0.0847 -0.0879 0.0158
Cl 0.529 3.346 -2.580 -0.0094 0.0548 -0.0205
C -1.101 1.196 -2.152 0.1118 -0.1041 0.0605
O -2.137 0.803 -2.613 0.0020 0.0511 -0.0902
O -0.775 1.228 -0.891 0.1964 -0.0821 0.2212
H 0.948 1.071 -2.830 -0.0145 -0.0255 -0.0271
O 4.274 -3.762 -1.530 -0.0458 0.0002 -0.0204
S 2.913 -4.056 -1.191 -0.0055 0.0548 0.0502
O 2.638 -5.236 -0.417 -0.0139 0.0374 -0.0017
N 2.218 -2.751 -0.454 0.0023 -0.0684 -0.1043
C 1.237 -2.291 -1.170 0.1455 -0.0017 -0.0977
O 0.501 -1.298 -0.822 0.0638 0.1825 0.0916
C 0.992 -2.968 -2.476 0.0042 -0.0938 0.0471
C 0.054 -2.676 -3.449 0.0056 0.0436 0.0390
C 0.049 -3.465 -4.593 -0.0284 -0.0065 -0.0440
C 0.951 -4.513 -4.749 0.0235 -0.0168 0.0123
C 1.891 -4.806 -3.765 -0.0320 0.0471 0.0090
C 1.883 -4.011 -2.640 0.0617 -0.0507 0.0349
H -0.649 -1.861 -3.322 0.0017 0.0012 0.0109
H -0.668 -3.262 -5.377 -0.0039 0.0076 0.0044
H 0.921 -5.107 -5.653 0.0082 -0.0065 0.0029
H 2.598 -5.616 -3.879 -0.0025 -0.0082 -0.0102
```
Positions in Å, forces in eV/Å.

The total charge is 0. The calculation puts the energy relative to the best compared isomer or geometry (same formula, charge and spin) at 0.439 eV.

Electronic structure analysis, Mulliken charges in units of e: number 1, Sc, carries 0.884; number 2, C, carries -0.816; number 3, C, carries -0.920; number 4, N, carries 0.079; number 5, C, carries -0.718; number 6, C, carries -0.662; number 7, C, carries 0.619; number 8, S, carries -0.384; number 9, N, carries -0.107; number 10, C, carries -0.179; number 11, O, carries -0.130; number 12, C, carries 0.639; number 13, C, carries -0.436; number 14, C, carries -0.822; number 15, C, carries -0.375; number 16, C, carries -0.786; number 17, C, carries -0.118; number 18, H, carries 0.389; number 19, H, carries 0.154; number 20, H, carries 0.278; number 21, H, carries 0.495; number 22, H, carries 0.395; number 23, H, carries 0.405; number 24, H, carries 0.409; number 25, H, carries -0.093; number 26, H, carries 0.371; number 27, H, carries 0.296; number 28, H, carries 0.513; number 29, H, carries 0.428; number 30, H, carries 0.389; number 31, H, carries 0.415; number 32, H, carries 0.319; number 33, N, carries -0.342; number 34, C, carries 0.163; number 35, O, carries -0.613; number 36, C, carries 0.987; number 37, C, carries -0.777; number 38, C, carries -0.245; number 39, N, carries 0.157; number 40, C, carries -0.748; number 41, C, carries -0.768; number 42, H, carries 0.242; number 43, H, carries 0.186; number 44, H, carries 0.480; number 45, H, carries 0.418; number 46, H, carries 0.698; number 47, H, carries 0.439; number 48, Cl, carries -0.159; number 49, C, carries 0.526; number 50, Cl, carries -0.175; number 51, C, carries 0.259; number 52, O, carries -0.586; number 53, O, carries -0.486; number 54, H, carries 0.007; number 55, O, carries -0.677; number 56, S, carries 1.145; number 57, O, carries -0.686; number 58, N, carries -0.298; number 59, C, carries 0.706; number 60, O, carries -0.556; number 61, C, carries 0.150; number 62, C, carries -0.441; number 63, C, carries -0.761; number 64, C, carries -0.461; number 65, C, carries -0.583; number 66, C, carries 0.015; number 67, H, carries 0.583; number 68, H, carries 0.426; number 69, H, carries 0.393; number 70, H, carries 0.451

---

Entry 2:
C27H26F16N7O2OsSe as an isolated structure, computed with ωB97M-V with the def2-TZVPD basis set.

Geometry as XYZ:
```
80
Properties=species:S:1:pos:R:3:forces:R:3
Os 0.577 0.436 0.311 0.6004 -2.3862 -0.4222
C 1.528 2.936 -1.369 0.1481 0.0152 -0.3917
N 1.098 2.644 0.011 -0.1560 -0.4397 0.2116
C 0.101 3.651 0.404 -0.5756 0.0480 -0.0415
C -1.278 3.305 -0.144 0.4037 0.4278 -0.0853
N -1.820 2.210 0.618 -0.6316 0.1492 0.0545
C -3.130 1.973 0.532 -0.2940 0.0939 -0.0231
C -4.037 2.477 -0.446 -0.1034 0.2397 -0.4098
F -3.565 3.168 -1.507 -0.2962 -0.3167 0.4975
C -5.400 2.251 -0.402 0.1058 0.1972 -0.3302
F -6.178 2.757 -1.357 0.1376 -0.1525 0.2307
C -5.967 1.493 0.623 -0.1215 -0.0618 -0.0328
F -7.279 1.275 0.659 0.7403 0.1482 0.0233
C -5.119 0.950 1.588 0.1132 -0.1858 0.3282
F -5.632 0.234 2.589 0.1206 0.0999 -0.3042
C -3.755 1.149 1.514 0.0697 -0.2929 0.5129
F -2.975 0.572 2.449 -0.6132 0.3444 -0.4622
C 2.266 2.744 0.908 0.4479 -0.1187 0.3076
C 3.245 1.585 0.639 0.1020 0.4951 0.0321
N 2.538 0.541 -0.083 -1.1567 0.4989 1.1868
C 3.241 -0.260 -0.922 0.8707 -1.2027 -1.2527
C 4.621 -0.548 -0.800 -0.5489 0.0699 0.0522
F 5.293 -0.114 0.280 0.0222 -0.1292 -0.1417
C 5.315 -1.299 -1.737 -0.2260 -0.0696 -0.2815
F 6.616 -1.510 -1.564 -0.0891 -0.0416 -0.0326
C 4.662 -1.830 -2.850 -0.2646 0.2381 0.2824
F 5.326 -2.534 -3.760 -0.0795 0.0696 0.1496
C 3.294 -1.594 -2.993 0.1242 0.0421 0.1121
F 2.625 -2.063 -4.048 0.1496 -0.0071 0.0934
C 2.623 -0.837 -2.053 -0.0515 0.4023 0.4838
F 1.305 -0.565 -2.241 0.4771 -0.1888 -0.2827
H 2.001 3.923 -1.407 -0.0724 0.0109 0.0505
H 0.677 2.935 -2.046 -0.0206 -0.0409 0.0277
H 2.248 2.201 -1.723 -0.1071 0.0025 0.0902
H 0.402 4.641 0.042 0.0753 -0.1031 0.0670
H 0.044 3.682 1.493 0.0757 0.0430 -0.0610
H -1.209 3.063 -1.212 -0.0896 0.0278 0.1006
H -1.917 4.193 -0.058 0.0555 -0.0874 -0.0805
H 1.909 2.678 1.936 -0.0529 0.0791 -0.1834
H 2.773 3.709 0.773 -0.1112 -0.0668 -0.0171
H 3.633 1.214 1.596 -0.0300 0.1038 -0.1417
H 4.098 1.942 0.053 -0.1129 -0.0921 0.0254
C -2.663 -3.914 -0.957 -0.0855 -0.4588 0.7208
N -2.200 -2.940 -1.905 0.3464 0.8105 -0.0597
C -2.062 -3.146 -3.243 0.1268 0.3964 -1.0297
C -1.689 -1.965 -3.803 -0.1888 -0.9212 -0.3566
N -1.598 -1.047 -2.801 -0.0405 -0.6006 0.5937
C -1.355 0.354 -2.989 0.0968 0.6068 0.0544
C -1.883 -1.659 -1.631 0.1327 0.4112 0.3935
Se -1.915 -0.885 0.056 -0.6433 0.8051 -0.2654
H -1.840 -4.281 -0.346 0.0108 0.0500 -0.0429
H -3.109 -4.749 -1.491 -0.0206 0.0802 -0.0592
H -3.404 -3.461 -0.298 0.0225 -0.0557 -0.0833
H -2.237 -4.096 -3.706 -0.0606 -0.1487 -0.0128
H -1.494 -1.719 -4.827 0.0596 0.0389 -0.1469
H -0.797 0.494 -3.913 0.0225 -0.0222 0.0519
H -0.776 0.745 -2.145 -0.1176 -0.0782 -0.1944
H -2.301 0.896 -3.057 0.0440 -0.0240 0.0552
N 0.331 0.978 4.924 -0.1156 -0.0889 0.2108
C 0.090 1.243 3.626 0.3764 0.2562 0.2277
N -0.894 2.109 3.334 -0.3017 0.2009 -0.1210
O 0.841 0.787 2.745 0.0092 -0.1081 -0.5591
H -0.299 1.278 5.648 0.0544 -0.0309 -0.0316
H 1.035 0.302 5.160 0.0121 -0.0192 -0.0815
H -1.592 2.316 4.030 0.0223 -0.0240 0.0108
H -1.214 2.103 2.356 0.1087 -0.0320 0.4106
C 2.397 -1.929 1.975 -0.1667 -0.0851 -0.0854
C 1.183 -2.464 1.205 0.3990 -0.3704 0.6468
O 0.652 -1.648 0.248 0.7049 1.6559 -0.3091
C 0.067 -2.790 2.236 -0.2184 0.0225 -0.2068
F -0.467 -1.650 2.703 0.0881 0.2009 0.2542
F -0.946 -3.479 1.698 -0.0891 -0.2708 -0.0410
F 0.495 -3.484 3.289 0.2228 -0.1559 0.2398
C 1.595 -3.765 0.473 -0.0555 0.1593 -0.2723
F 2.009 -4.734 1.288 0.0416 -0.0475 0.3128
F 0.596 -4.264 -0.264 -0.2276 -0.0957 -0.1513
F 2.595 -3.508 -0.383 0.2190 0.1150 -0.0389
H 2.132 -0.977 2.433 0.0809 -0.1103 0.0173
H 3.230 -1.793 1.291 0.0337 0.0367 -0.0172
H 2.691 -2.640 2.745 0.0609 0.0384 0.0238
```
Positions in Å, forces in eV/Å.

As for the expectation value of S²: 6.060. As for the multiplicity: 5. The total charge is +1. The calculation puts the energy relative to the best compared isomer or geometry (same formula, charge and spin) at 1.200 eV.

Electronic structure analysis, Mulliken charges in units of e: number 1, Os, carries 2.553; number 2, C, carries -1.023; number 3, N, carries -0.220; number 4, C, carries -1.570; number 5, C, carries -0.987; number 6, N, carries 0.003; number 7, C, carries 0.673; number 8, C, carries 0.089; number 9, F, carries -0.389; number 10, C, carries 0.134; number 11, F, carries -0.283; number 12, C, carries 0.694; number 13, F, carries -0.261; number 14, C, carries 0.012; number 15, F, carries -0.283; number 16, C, carries -0.141; number 17, F, carries -0.356; number 18, C, carries -0.974; number 19, C, carries -0.852; number 20, N, carries 0.802; number 21, C, carries 0.042; number 22, C, carries 0.446; number 23, F, carries -0.401; number 24, C, carries 0.230; number 25, F, carries -0.302; number 26, C, carries 0.552; number 27, F, carries -0.301; number 28, C, carries -0.035; number 29, F, carries -0.318; number 30, C, carries -1.024; number 31, F, carries 0.124; number 32, H, carries 0.401; number 33, H, carries 0.337; number 34, H, carries 0.125; number 35, H, carries 0.470; number 36, H, carries 0.529; number 37, H, carries 0.305; number 38, H, carries 0.870; number 39, H, carries 0.343; number 40, H, carries 0.507; number 41, H, carries 0.299; number 42, H, carries 0.649; number 43, C, carries -0.785; number 44, N, carries 0.253; number 45, C, carries -0.560; number 46, C, carries -0.508; number 47, N, carries 0.448; number 48, C, carries -1.002; number 49, C, carries -0.217; number 50, Se, carries -0.628; number 51, H, carries 0.212; number 52, H, carries 0.385; number 53, H, carries 0.322; number 54, H, carries 0.502; number 55, H, carries 0.524; number 56, H, carries 0.392; number 57, H, carries 0.115; number 58, H, carries 0.325; number 59, N, carries -0.425; number 60, C, carries 0.317; number 61, N, carries -0.154; number 62, O, carries -0.398; number 63, H, carries 0.183; number 64, H, carries 0.265; number 65, H, carries 0.332; number 66, H, carries -0.187; number 67, C, carries -1.658; number 68, C, carries 1.165; number 69, O, carries 0.468; number 70, C, carries -0.060; number 71, F, carries -0.062; number 72, F, carries -0.230; number 73, F, carries -0.312; number 74, C, carries 0.103; number 75, F, carries -0.293; number 76, F, carries -0.184; number 77, F, carries -0.167; number 78, H, carries 0.168; number 79, H, carries 0.320; number 80, H, carries 0.563

---

Among the records above, which one has the lowest total charge? C27H26Cl2N5O7S2Sc

---

Among the records above, which one has the lowest total charge? C27H26Cl2N5O7S2Sc

---

Look up the energy relative to the best compared isomer or geometry (same formula, charge and spin) of the first one. 0.439 eV

---

What is the formula in the first record? C27H26Cl2N5O7S2Sc